[1]
This record from the OMol25 dataset describes C3H2ClNO in the gas phase. The level of theory is the ωB97M-V functional and the def2-TZVPD basis.

Results
SMILES = O=C(Cl)C1=NC1
relative energy (zero: lowest compared OMol25 entry of this formula, charge and spin) = 2.090 eV
charge = 0
largest force on an atom = 3.72 eV/A
HOMO energy = -10.62 eV
2S+1 = 1

Each atom is followed by the atoms it is bonded to, with distances in Å.
Positions of all 8 atoms, in Å:
1 H -0.293 -1.211 -0.028  C4 1.053
2 O -3.353 1.722 0.306  C8 1.199
3 N -0.863 0.246 -1.550  C4 1.505, C7 1.244
4 C -0.228 -0.186 -0.256  H1 1.053, N3 1.505, H5 1.121, C7 1.492
5 H 0.551 0.467 0.218  C4 1.121
6 Cl -3.419 -0.923 0.035  C8 1.766
7 C -1.509 0.530 -0.526  N3 1.244, C4 1.492, C8 1.386
8 C -2.757 0.714 0.048  O2 1.199, Cl6 1.766, C7 1.386

---

[2]
This record from the OMol25 dataset describes 14 unconnected molecules or ions with the total composition C54H141N5O22. The level of theory is the ωB97M-V functional and the def2-TZVPD basis.

Results
charge = 0
largest force on an atom = 3.56 eV/A
HOMO energy = -8.60 eV
2S+1 = 1

Each atom is followed by the atoms it is bonded to, with distances in Å.
Positions of all 222 atoms, in Å:
1 C -0.938 7.055 -5.077  O77 1.422, H107 1.085, H202 1.104, C204 1.573
2 H -1.568 1.630 -0.380  C11 1.089
3 C 5.030 2.478 1.518  O37 1.447, H96 1.043, H140 1.104, H172 1.129
4 O 1.408 -2.476 5.614  C117 1.434, H206 1.025
5 C -3.600 -1.076 3.512  H103 1.065, C108 1.545, C159 1.486, O210 1.455
6 H -5.184 -5.806 1.418  C221 1.115
7 H -2.547 -1.567 5.408  C159 1.113
8 O -5.559 -7.812 1.221  C112 1.399, C221 1.394
9 C 2.539 3.238 4.118  N17 1.450, H39 1.080, C178 1.484, H185 1.076
10 H 3.410 0.042 6.522  C196 1.056
11 C -2.635 1.491 -0.552  H2 1.089, C71 1.508, H113 1.143, O156 1.470
12 H -1.426 -5.843 4.936  C120 1.067
13 H 2.385 4.120 -4.030  C92 1.095
14 C -1.046 1.545 6.447  O51 1.389, H91 1.109, H165 1.093, H177 1.108
15 C 3.310 -4.453 3.214  O38 1.450, H45 1.086, C114 1.558, C128 1.527
16 H -1.022 5.192 -7.306  C31 1.119
17 N 1.403 3.480 3.249  C9 1.450, H95 1.027, C109 1.427
18 H 2.045 5.213 -2.742  C92 1.038
19 H 2.484 1.393 -4.331  C79 1.081
20 H -1.280 -7.630 -1.214  C116 1.087
21 C -1.646 -3.140 -1.595  C63 1.485, H104 1.153, H122 1.113, O205 1.417
22 H 0.508 4.520 4.731  C109 1.062
23 H 5.152 0.516 -2.136  C105 1.061
24 C -1.913 1.868 -7.275  H134 1.153, O164 1.377, H189 1.151, H215 1.110
25 H -3.760 -7.477 2.246  C112 1.066
26 H -4.159 2.467 -1.529  C71 1.114
27 H 3.862 6.257 -0.183  C132 1.059
28 H 2.061 -1.512 -4.158  C36 1.067
29 H -2.692 3.387 -1.439  C71 1.050
30 O 2.711 -6.315 -3.823  H42 0.988, C111 1.448
31 C -0.245 5.297 -6.508  H16 1.119, O77 1.401, H145 1.081, H187 1.057
32 H -2.493 6.642 -3.528  C204 1.095
33 H -4.862 -2.679 -1.046  C199 1.074
34 H -3.237 2.432 2.556  C219 1.096
35 N -5.200 -7.367 -1.680  C86 1.468, H101 1.008, C180 1.462
36 C 1.146 -0.990 -3.987  H28 1.067, H76 1.117, C148 1.506, H184 1.138
37 O 3.985 3.144 2.264  C3 1.447, C178 1.473
38 O 2.622 -3.181 3.328  C15 1.450, H100 0.997
39 H 2.105 2.791 5.000  C9 1.080
40 H -3.724 8.254 -2.462  C220 1.103
41 H -3.014 9.883 -2.317  C220 1.112
42 H 2.210 -5.504 -3.563  O30 0.988
43 H -5.000 -7.505 -3.818  C180 1.086
44 C -3.163 -6.780 -3.092  O136 1.382, H149 1.095, H155 1.188, C180 1.544
45 H 2.649 -5.312 3.283  C15 1.086
46 N -1.839 8.586 -3.377  C204 1.447, H209 1.014, C220 1.487
47 O 3.423 5.885 1.729  C132 1.372, H200 0.984
48 H -3.724 0.330 2.055  O210 0.964
49 H -0.439 4.895 -1.516  C203 1.122
50 H -1.947 3.879 -5.764  C65 1.055
51 O -0.136 2.175 5.607  C14 1.389, C75 1.396
52 H 3.055 0.292 -5.492  C79 1.043
53 H 2.357 -1.562 -1.667  O147 0.969
54 H 0.967 -0.839 0.030  C163 1.106
55 H 2.371 -0.548 2.121  C87 1.065
56 H 0.973 0.127 2.909  C87 1.114
57 H -3.645 -8.487 0.785  C112 1.119
58 H 0.086 -1.474 7.459  C154 1.078
59 H 5.145 -1.955 -2.072  C127 1.098
60 H 1.998 3.023 -1.855  C126 1.097
61 H -1.719 2.450 1.665  C219 1.094
62 H -0.105 3.394 -0.616  C203 1.059
63 C -0.803 -4.221 -1.024  C21 1.485, H80 1.135, H131 1.113, N166 1.517
64 H 3.637 -1.727 6.732  C196 1.072
65 C -1.936 2.964 -5.239  H50 1.055, H70 1.059, C161 1.530, O164 1.392
66 O 0.591 -0.500 -6.187  C148 1.436, H153 0.966
67 H 3.684 -6.406 -0.652  C85 1.043
68 H 4.854 -3.656 1.971  C114 1.058
69 H -6.573 -6.236 0.482  C221 1.087
70 H -0.978 2.600 -4.972  C65 1.059
71 C -3.053 2.426 -1.658  C11 1.508, H26 1.114, H29 1.050, N89 1.432
72 H 4.463 -3.399 4.757  C128 1.106
73 H -0.670 -6.266 0.953  C171 1.160
74 O 0.458 2.407 -2.922  C126 1.423, H193 1.012
75 C -0.676 2.757 4.459  O51 1.396, C109 1.559, H183 1.085, H217 1.093
76 H 0.230 -1.630 -3.988  C36 1.117
77 O -0.745 5.657 -5.249  C1 1.422, C31 1.401
78 O -2.143 7.114 -0.721  C191 1.408, C197 1.447
79 C 2.250 0.917 -5.272  H19 1.081, H52 1.043, C148 1.492, H216 1.111
80 H 0.280 -4.155 -1.357  C63 1.135
81 H 3.841 -7.597 -2.774  C111 1.113
82 H -4.657 -1.786 1.684  C108 1.057
83 H 1.631 -1.814 8.195  C154 1.072
84 H 1.074 -0.199 8.078  C154 1.116
85 C 3.531 -5.867 -1.532  H67 1.043, H110 1.107, C111 1.511, O157 1.423
86 C -4.731 -6.447 -0.636  N35 1.468, H151 1.091, H170 1.118, C221 1.529
87 C 1.418 -0.118 1.918  H55 1.065, H56 1.114, C163 1.452, O208 1.455
88 H 3.760 -4.834 5.329  C128 1.054
89 N -2.636 2.074 -2.982  C71 1.432, H152 0.993, C161 1.506
90 H 6.070 6.016 1.144  C133 1.098
91 H -1.529 2.258 7.145  C14 1.109
92 C 1.617 4.478 -3.336  H13 1.095, H18 1.038, C126 1.503, H212 1.090
93 H -3.109 -5.632 4.489  C120 1.067
94 H -0.231 -4.191 3.173  C119 1.074
95 H 1.657 4.153 2.516  N17 1.027
96 H 5.241 3.016 0.649  C3 1.043
97 H -0.388 4.471 3.248  C109 1.055
98 H 4.669 -0.023 -0.537  C105 1.135
99 H 5.823 7.342 -0.012  C133 1.137
100 H 2.153 -2.900 2.494  O38 0.997
101 H -4.858 -8.291 -1.467  N35 1.008
102 H -1.807 -0.398 4.399  C159 1.062
103 H -4.504 -1.061 4.075  C5 1.065
104 H -1.602 -3.196 -2.746  C21 1.153
105 C 4.380 -0.012 -1.634  H23 1.061, H98 1.135, O121 1.447, C127 1.512
106 H 4.099 -1.495 -3.298  C127 1.090
107 H 0.023 7.548 -5.179  C1 1.085
108 C -3.818 -1.997 2.291  C5 1.545, H82 1.057, H123 1.107, H142 1.076
109 C 0.215 3.913 3.910  N17 1.427, H22 1.062, C75 1.559, H97 1.055
110 H 4.484 -5.484 -1.944  C85 1.107
111 C 3.024 -6.883 -2.529  O30 1.448, H81 1.113, C85 1.511, H146 1.128
112 C -4.285 -8.194 1.656  O8 1.399, H25 1.066, H57 1.119, H144 1.111
113 H -2.867 0.394 -0.775  C11 1.143
114 C 4.148 -4.440 1.901  C15 1.558, H68 1.058, H188 1.114, H222 1.088
115 C 3.181 7.981 0.804  C132 1.522, H135 1.093, H181 1.080, H195 1.137
116 C -1.243 -7.985 -2.241  H20 1.087, O136 1.482, H169 1.099, H190 1.053
117 C 1.698 -1.183 6.162  O4 1.434, C154 1.474, H182 1.113, C196 1.524
118 H -1.674 7.124 1.348  C197 1.089
119 C -0.480 -5.147 2.750  H94 1.074, H162 1.114, C171 1.512, O194 1.414
120 C -2.111 -5.285 4.338  H12 1.067, H93 1.067, O194 1.427, H218 1.050
121 O 3.148 0.725 -1.812  C105 1.447, H198 0.938
122 H -1.347 -2.093 -1.364  C21 1.113
123 H -2.989 -1.869 1.570  C108 1.107
124 H 0.875 -5.243 1.064  C171 1.067
125 O 0.861 -2.317 1.415  H143 1.053, C163 1.436
126 C 1.121 3.505 -2.303  H60 1.097, O74 1.423, C92 1.503, C203 1.495
127 C 4.212 -1.396 -2.218  H59 1.098, C105 1.512, H106 1.090, O147 1.433
128 C 4.194 -4.429 4.458  C15 1.527, H72 1.106, H88 1.054, H129 1.146
129 H 5.199 -4.945 4.261  C128 1.146
130 H -3.922 3.070 -4.309  C161 1.079
131 H -1.201 -5.224 -1.294  C63 1.113
132 C 3.989 6.692 0.774  H27 1.059, O47 1.372, C115 1.522, C133 1.464
133 C 5.429 6.886 0.952  H90 1.098, H99 1.137, C132 1.464, H174 1.139
134 H -1.746 0.794 -7.661  C24 1.153
135 H 3.626 8.829 0.278  C115 1.093
136 O -2.644 -8.007 -2.722  C44 1.382, C116 1.482
137 H -0.528 -0.729 1.059  C163 1.140
138 H 3.615 -0.988 5.123  C196 1.122
139 H -4.200 -3.093 -2.655  C199 1.110
140 H 4.624 1.462 1.373  C3 1.104
141 H -3.738 -1.457 -1.803  C199 1.212
142 H -3.982 -3.048 2.459  C108 1.076
143 H 0.036 -2.868 1.064  O125 1.053
144 H -4.329 -9.137 2.242  C112 1.111
145 H 0.494 5.950 -6.949  C31 1.081
146 H 2.089 -7.404 -2.171  C111 1.128
147 O 3.164 -2.078 -1.519  H53 0.969, C127 1.433
148 C 1.011 0.141 -4.972  C36 1.506, O66 1.436, C79 1.492, H176 1.131
149 H -2.868 -5.972 -2.415  C44 1.095
150 H -0.312 7.210 0.074  C197 1.082
151 H -4.729 -5.404 -0.957  C86 1.091
152 H -3.193 1.298 -3.253  N89 0.993
153 H 0.336 0.159 -6.845  O66 0.966
154 C 1.117 -1.162 7.516  H58 1.078, H83 1.072, H84 1.116, C117 1.474
155 H -2.908 -6.398 -4.187  C44 1.188
156 O -3.377 1.789 0.681  C11 1.470, C219 1.409
157 O 2.532 -4.891 -1.259  C85 1.423, H167 0.975
158 H -2.725 4.115 -3.594  C161 1.105
159 C -2.386 -1.287 4.343  C5 1.486, H7 1.113, H102 1.062, H186 1.096
160 H 4.583 2.424 4.136  C178 1.095
161 C -2.877 3.117 -4.042  C65 1.530, N89 1.506, H130 1.079, H158 1.105
162 H 0.099 -5.920 3.305  C119 1.114
163 C 0.591 -0.952 1.063  H54 1.106, C87 1.452, O125 1.436, H137 1.140
164 O -2.534 2.006 -6.053  C24 1.377, C65 1.392
165 H -1.740 1.007 5.797  C14 1.093
166 N -0.798 -4.150 0.492  C63 1.517, C171 1.505, H214 1.025
167 H 2.946 -4.017 -1.387  O157 0.975
168 H -1.150 5.762 0.507  C197 1.059
169 H -0.908 -9.030 -2.175  C116 1.099
170 H -3.668 -6.612 -0.332  C86 1.118
171 C -0.170 -5.270 1.275  H73 1.160, C119 1.512, H124 1.067, N166 1.505
172 H 5.980 2.350 2.114  C3 1.129
173 H 3.318 1.472 3.271  C178 1.091
174 H 5.687 7.575 1.822  C133 1.139
175 H -5.184 -5.957 -3.049  C180 1.062
176 H 0.218 0.855 -4.598  C148 1.131
177 H -0.489 0.809 7.061  C14 1.108
178 C 3.669 2.471 3.536  C9 1.484, O37 1.473, H160 1.095, H173 1.091
179 H -1.352 9.044 -0.672  C191 1.095
180 C -4.698 -6.897 -2.970  N35 1.462, H43 1.086, C44 1.544, H175 1.062
181 H 3.115 8.180 1.864  C115 1.080
182 H 1.096 -0.460 5.567  C117 1.113
183 H -1.636 3.213 4.676  C75 1.085
184 H 1.206 -0.509 -2.958  C36 1.138
185 H 2.909 4.197 4.435  C9 1.076
186 H -1.615 -1.945 3.925  C159 1.096
187 H 0.234 4.377 -6.301  C31 1.057
188 H 3.418 -4.189 1.097  C114 1.114
189 H -0.893 2.401 -7.264  C24 1.151
190 H -0.637 -7.419 -2.890  C116 1.053
191 C -2.287 8.507 -0.868  O78 1.408, H179 1.095, H211 1.095, C220 1.498
192 H 1.664 1.905 1.785  O208 0.991
193 H -0.549 2.507 -2.921  O74 1.012
194 O -1.865 -5.367 2.934  C119 1.414, C120 1.427
195 H 2.118 7.712 0.503  C115 1.137
196 C 3.201 -0.929 6.164  H10 1.056, H64 1.072, C117 1.524, H138 1.122
197 C -1.266 6.808 0.389  O78 1.447, H118 1.089, H150 1.082, H168 1.059
198 H 3.004 1.080 -0.956  O121 0.938
199 C -3.988 -2.635 -1.667  H33 1.074, H139 1.110, H141 1.212, O205 1.388
200 H 3.937 5.063 1.891  O47 0.984
201 H 0.936 4.780 -0.632  C203 1.037
202 H -1.604 7.457 -5.860  C1 1.104
203 C 0.341 4.152 -1.204  H49 1.122, H62 1.059, C126 1.495, H201 1.037
204 C -1.553 7.191 -3.636  C1 1.573, H32 1.095, N46 1.447, H213 1.104
205 O -2.949 -3.341 -1.076  C21 1.417, C199 1.388
206 H 2.059 -2.691 4.852  O4 1.025
207 H -2.887 3.718 1.270  C219 1.085
208 O 1.719 1.109 1.197  C87 1.455, H192 0.991
209 H -0.962 9.080 -3.255  N46 1.014
210 O -3.578 0.289 3.007  C5 1.455, H48 0.964
211 H -3.093 8.857 -0.216  C191 1.095
212 H 0.791 4.829 -3.956  C92 1.090
213 H -0.861 6.632 -2.982  C204 1.104
214 H -1.790 -4.198 0.745  N166 1.025
215 H -2.489 2.309 -8.115  C24 1.110
216 H 2.035 1.739 -5.988  C79 1.111
217 H -0.817 1.989 3.695  C75 1.093
218 H -2.021 -4.273 4.606  C120 1.050
219 C -2.784 2.687 1.591  H34 1.096, H61 1.094, O156 1.409, H207 1.085
220 C -2.787 8.796 -2.250  H40 1.103, H41 1.112, N46 1.487, C191 1.498
221 C -5.543 -6.538 0.657  H6 1.115, O8 1.394, H69 1.087, C86 1.529
222 H 4.595 -5.384 1.594  C114 1.088

---

Let's list gap between HOMO and LUMO in order: 10.557, 9.066 eV.